74
Properties=species:S:1:pos:R:3 method="wB97M-V/def2-TZVPD" total_charge=+1 multiplicity=1
O 5.42 -1.83 -0.28
C 4.32 -2.29 -0.08
O 4.17 -3.60 0.30
C 3.04 -1.51 -0.28
C 2.06 -2.15 -1.30
C 0.70 -2.32 -0.65
C -0.24 -3.22 -1.45
N -1.33 -3.59 -0.49
C -2.05 -2.38 0.05
C -1.33 -1.02 -0.09
N 0.06 -1.03 -0.55
H 3.54 -3.65 1.03
H 2.54 -1.46 0.69
H 3.31 -0.50 -0.56
H 2.46 -3.07 -1.72
H 1.97 -1.43 -2.11
H 0.84 -2.81 0.33
H 0.24 -4.10 -1.86
H -0.74 -2.64 -2.22
H -1.97 -4.24 -0.93
H -0.86 -4.06 0.28
H -3.00 -2.29 -0.47
H -2.30 -2.57 1.09
H -1.91 -0.40 -0.78
H -1.42 -0.52 0.87
H 0.64 -0.34 -0.08
C 0.81 1.64 1.83
O 1.58 0.95 1.16
N 0.28 2.79 1.37
N 0.44 1.29 3.10
H -0.33 3.38 1.90
H 0.54 3.08 0.44
H 0.82 0.44 3.48
H -0.19 1.83 3.66
C -5.04 -0.18 -1.77
O -4.49 -0.87 -0.90
N -5.93 0.78 -1.47
N -4.76 -0.35 -3.10
H -6.38 1.35 -2.15
H -6.16 0.94 -0.50
H -4.09 -1.05 -3.35
H -5.18 0.20 -3.82
C -8.06 3.67 0.06
O -7.32 2.69 -0.01
N -7.60 4.93 -0.14
N -9.39 3.56 0.33
H -8.18 5.75 -0.10
H -6.62 5.04 -0.34
H -9.75 2.64 0.49
H -10.01 4.34 0.39
C 3.20 4.04 3.85
O 2.21 4.75 3.88
N 4.47 4.53 3.70
N 3.10 2.68 3.97
H 5.29 3.95 3.68
H 4.56 5.52 3.61
H 2.17 2.31 4.08
H 3.88 2.05 3.95
C 8.48 -3.42 1.92
O 9.27 -4.21 2.40
N 8.08 -2.29 2.58
N 7.91 -3.59 0.69
H 7.44 -1.62 2.20
H 8.48 -2.12 3.49
H 8.17 -4.40 0.17
H 7.25 -2.94 0.30
C -0.94 0.91 -3.79
O -1.05 1.58 -2.78
N -0.73 -0.45 -3.74
N -1.02 1.45 -5.05
H -0.64 -1.03 -4.55
H -0.66 -0.86 -2.83
H -1.17 2.43 -5.11
H -0.93 0.91 -5.89

71
Properties=species:S:1:pos:R:3 method="wB97M-V/def2-TZVPD" total_charge=-1 multiplicity=1
C -0.83 -0.11 -0.15
O 0.53 -0.22 0.35
H -1.11 0.91 -0.38
H -0.93 -0.55 -1.15
H -1.49 -0.74 0.44
C -5.54 -4.08 -0.29
C -5.22 -3.94 1.23
C -6.41 -4.44 2.11
O -7.50 -3.51 2.10
C -8.53 -3.74 3.16
N -4.08 -4.84 1.44
H -5.86 -5.11 -0.46
H -4.58 -4.03 -0.81
H -6.19 -3.24 -0.52
H -4.94 -2.91 1.49
H -6.06 -4.56 3.14
H -6.60 -5.45 1.75
H -7.88 -3.70 4.03
H -9.00 -4.72 3.01
H -9.16 -2.86 3.08
H -3.65 -4.69 2.34
H -3.31 -4.59 0.83
C -0.75 5.15 -2.78
C -0.19 6.20 -3.73
C 1.40 6.20 -3.74
O 1.81 6.95 -4.82
C 3.22 6.79 -5.14
N -0.53 5.80 -5.06
H -1.80 5.24 -2.51
H -0.22 5.27 -1.83
H -0.55 4.13 -3.09
H -0.73 7.12 -3.48
H 1.86 5.21 -3.73
H 1.90 6.73 -2.93
H 3.86 7.33 -4.43
H 3.20 7.36 -6.07
H 3.52 5.75 -5.26
H 0.08 5.02 -5.27
H -0.03 6.48 -5.62
C 2.70 -3.10 -2.53
O 2.80 -3.96 -3.42
N 2.58 -1.82 -2.69
N 2.67 -3.33 -1.25
H 2.35 -1.28 -1.86
H 2.53 -1.40 -3.61
H 2.55 -4.29 -0.95
H 2.42 -2.55 -0.66
C 1.16 -3.81 4.07
O 1.36 -4.58 4.96
N 0.96 -2.50 4.03
N 1.06 -4.12 2.83
H 0.87 -1.94 3.20
H 0.85 -2.05 4.93
H 1.09 -3.34 2.19
H 1.15 -5.10 2.61
C 2.69 4.09 0.67
O 3.12 5.27 0.67
N 2.59 3.24 -0.33
N 2.26 3.43 1.68
H 2.53 3.69 -1.24
H 2.18 2.32 -0.27
H 2.08 3.68 2.64
H 2.06 2.47 1.45
C 5.77 -1.23 2.74
O 6.28 -1.04 1.66
N 6.32 -1.75 3.80
N 4.52 -0.99 2.94
H 7.24 -2.11 4.01
H 5.63 -1.78 4.53
H 3.94 -0.66 2.18
H 3.99 -1.10 3.79

69
Properties=species:S:1:pos:R:3 method="wB97M-V/def2-TZVPD" total_charge=-1 multiplicity=1
Cl 10.90 -29.40 26.54
O 10.64 -28.57 25.37
O 10.15 -28.91 27.68
O 10.54 -30.75 26.10
O 12.32 -29.26 26.69
C 15.19 -27.23 32.33
O 15.91 -28.34 31.86
H 14.38 -27.03 31.63
H 14.76 -27.49 33.30
H 15.82 -26.35 32.41
H 15.27 -29.01 31.59
C 6.50 -33.06 19.14
O 7.25 -32.08 19.81
H 5.60 -33.42 19.64
H 6.26 -32.76 18.12
H 7.23 -33.85 18.98
H 7.85 -32.63 20.32
C 13.83 -22.21 27.26
O 13.53 -21.27 26.23
H 14.85 -22.13 27.66
H 13.16 -22.04 28.10
H 13.62 -23.20 26.88
H 13.70 -20.43 26.66
C 13.31 -35.89 21.31
O 12.69 -35.33 20.18
H 12.59 -35.92 22.13
H 13.52 -36.94 21.10
H 14.21 -35.36 21.61
H 12.81 -35.92 19.43
C 7.01 -24.16 33.19
O 5.87 -23.90 33.93
H 7.47 -23.24 32.83
H 7.68 -24.80 33.77
H 6.69 -24.73 32.33
H 5.49 -24.78 34.02
C 0.75 -23.73 22.58
C 2.14 -24.39 22.52
C 2.08 -25.88 23.07
O 3.38 -26.49 22.94
C 3.26 -27.75 23.66
N 2.53 -24.37 21.09
H 0.06 -24.30 21.96
H 0.80 -22.69 22.28
H 0.44 -23.62 23.62
H 2.81 -23.80 23.15
H 1.44 -26.50 22.44
H 1.52 -25.78 24.00
H 3.21 -27.49 24.72
H 4.22 -28.26 23.63
H 2.60 -28.50 23.21
H 1.87 -24.94 20.58
H 2.27 -23.43 20.84
C 19.89 -28.43 24.37
C 19.99 -29.87 23.95
C 20.26 -30.86 25.14
O 20.28 -32.19 24.67
C 21.56 -32.55 24.08
N 18.77 -30.24 23.19
H 20.55 -28.04 25.14
H 18.96 -28.12 24.83
H 20.06 -27.69 23.59
H 20.79 -30.05 23.23
H 19.47 -30.76 25.89
H 21.19 -30.55 25.61
H 21.47 -33.58 23.72
H 22.31 -32.45 24.86
H 21.79 -31.93 23.22
H 18.04 -30.08 23.87
H 18.81 -31.24 23.07

72
Properties=species:S:1:pos:R:3 method="wB97M-V/def2-TZVPD" multiplicity=1
O -2.43 -33.16 2.61
V -2.79 -31.73 1.95
O -4.30 -31.43 2.21
C -0.97 -30.46 4.34
O -1.03 -31.49 5.31
O -2.01 -30.55 3.51
C -0.85 -29.06 4.96
F -1.02 -28.13 3.99
F -1.77 -28.81 5.91
F 0.36 -28.84 5.49
C 0.10 -31.61 6.16
C -0.10 -32.85 7.00
H -0.31 -33.74 6.41
H 0.75 -33.02 7.66
H -0.95 -32.70 7.67
H 0.19 -30.76 6.84
H 1.02 -31.74 5.58
H -0.02 -30.58 3.78
C -4.19 -36.20 3.74
O -5.46 -36.84 3.74
H -4.25 -35.14 3.50
H -3.65 -36.35 4.68
H -3.55 -36.70 3.02
H -6.07 -36.38 4.32
C -3.21 -32.52 -1.41
O -3.44 -32.78 -0.04
H -3.05 -31.45 -1.57
H -2.30 -33.01 -1.77
H -4.05 -32.84 -2.02
H -4.14 -33.47 0.05
C 0.41 -32.48 1.41
O -0.72 -31.85 0.82
H 0.69 -33.40 0.90
H 1.29 -31.83 1.42
H 0.16 -32.72 2.44
H -0.51 -31.55 -0.07
C -2.02 -28.47 1.10
O -2.66 -29.66 0.58
H -1.08 -28.79 1.55
H -1.76 -27.79 0.28
H -2.63 -27.97 1.84
H -3.09 -29.41 -0.25
C -4.65 -28.26 3.85
O -5.13 -28.79 5.07
H -5.14 -27.30 3.67
H -3.58 -28.08 3.88
H -4.87 -28.93 3.02
H -4.51 -29.44 5.41
C -3.79 -32.87 5.89
O -4.05 -31.59 5.34
H -3.58 -33.62 5.12
H -2.91 -32.82 6.54
H -4.65 -33.20 6.47
H -3.31 -31.27 4.79
C -6.23 -34.23 1.57
O -5.28 -34.71 0.60
H -7.12 -33.83 1.08
H -6.54 -35.07 2.19
H -5.79 -33.46 2.21
H -5.69 -35.37 0.04
C -7.32 -31.33 3.84
O -6.47 -32.40 4.18
H -6.82 -30.66 3.13
H -8.18 -31.72 3.28
H -7.65 -30.79 4.72
H -5.62 -32.03 4.50
C -1.90 -35.75 0.62
O -1.29 -36.91 1.20
H -1.32 -34.86 0.84
H -1.98 -35.87 -0.47
H -2.90 -35.58 1.02
H -1.68 -37.69 0.81

72
Properties=species:S:1:pos:R:3 method="wB97M-V/def2-TZVPD" multiplicity=1
O 3.53 2.07 -1.36
V 1.97 1.74 -1.57
O 1.35 2.81 -2.53
C 0.46 -0.21 -0.02
O -0.10 0.76 -0.89
O 1.80 -0.06 -0.23
C -0.03 0.04 1.42
F -0.13 -1.07 2.15
F 0.81 0.85 2.09
F -1.24 0.62 1.42
C -1.32 0.44 -1.56
C -1.66 1.55 -2.56
H -2.60 1.28 -3.02
H -1.76 2.47 -1.98
H -0.83 1.74 -3.24
H -2.17 0.42 -0.88
H -1.30 -0.50 -2.11
H 0.20 -1.22 -0.35
C -5.68 0.24 0.31
O -5.89 1.00 1.47
H -4.67 0.41 -0.07
H -5.82 -0.84 0.41
H -6.31 0.63 -0.50
H -6.79 0.93 1.79
C -2.96 -2.58 -0.45
O -3.59 -2.12 -1.67
H -3.62 -3.34 -0.04
H -2.02 -3.05 -0.75
H -2.84 -1.77 0.26
H -3.21 -2.64 -2.38
C 0.52 -4.10 -1.84
O -0.09 -4.25 -3.13
H -0.07 -4.53 -1.03
H 1.55 -4.45 -1.88
H 0.56 -3.02 -1.64
H 0.50 -4.78 -3.66
C 2.11 -1.14 -3.38
O 2.40 0.25 -3.27
H 2.78 -1.66 -2.69
H 1.11 -1.31 -3.01
H 2.25 -1.57 -4.38
H 3.32 0.44 -3.49
C 2.17 -2.66 3.78
O 1.47 -3.89 4.00
H 1.78 -1.78 4.30
H 3.18 -2.76 4.20
H 2.25 -2.41 2.72
H 1.11 -3.81 4.89
C 3.60 2.33 2.90
O 3.10 3.68 2.85
H 3.33 1.79 2.00
H 4.69 2.25 3.00
H 3.14 1.94 3.80
H 3.74 4.26 2.42
C 3.97 -2.57 0.32
O 3.72 -1.51 1.20
H 4.57 -3.32 0.84
H 3.08 -3.08 -0.07
H 4.64 -2.20 -0.46
H 3.13 -0.86 0.78
C -3.69 3.68 0.14
O -2.70 4.06 1.08
H -4.68 3.60 0.62
H -3.72 4.32 -0.74
H -3.46 2.67 -0.21
H -3.05 4.08 1.97
C 0.36 3.67 0.57
O 1.69 3.27 0.27
H -0.07 3.15 1.43
H 0.21 4.73 0.78
H -0.30 3.37 -0.25
H 2.18 3.50 1.08

68
Properties=species:S:1:pos:R:3 method="wB97M-V/def2-TZVPD" multiplicity=1
C -1.44 -1.08 2.56
O -1.11 -1.20 3.93
C -2.19 -1.59 4.76
C -1.60 -2.31 5.97
N -1.46 -3.74 5.68
C -0.82 -4.43 6.80
C -0.47 -5.85 6.46
O 0.00 -6.48 7.66
C 0.18 -7.86 7.57
H -2.11 -0.23 2.42
H -1.73 -2.05 2.15
H -0.49 -0.87 2.06
H -2.80 -2.37 4.27
H -2.85 -0.75 4.99
H -2.26 -2.21 6.83
H -0.60 -1.89 6.12
H -0.99 -3.88 4.79
H -1.65 -4.48 7.53
H 0.02 -3.93 7.28
H 0.40 -5.88 5.78
H -1.25 -6.47 6.03
H 1.24 -8.12 7.56
H -0.25 -8.30 6.65
H -0.37 -8.35 8.38
C 0.80 6.37 -6.30
O 1.06 5.17 -6.96
C 1.95 4.30 -6.32
C 1.25 3.15 -5.60
N 0.36 3.60 -4.55
C -0.07 2.50 -3.68
C -0.82 2.98 -2.47
O -2.03 3.59 -2.81
C -2.48 4.46 -1.83
H 0.00 6.88 -6.84
H 1.67 7.04 -6.35
H 0.48 6.28 -5.26
H 2.52 4.87 -5.58
H 2.57 3.81 -7.07
H 2.06 2.49 -5.21
H 0.72 2.51 -6.31
H 0.90 4.31 -4.05
H 0.85 2.00 -3.35
H -0.56 1.76 -4.31
H -0.15 3.63 -1.89
H -0.99 2.13 -1.80
H -3.42 4.93 -2.14
H -1.83 5.34 -1.72
H -2.68 3.96 -0.87
N 1.34 1.81 0.59
C 2.06 2.78 -0.08
N 2.36 2.40 -1.36
O 2.32 3.87 0.40
H 1.10 1.89 1.55
H 1.12 0.99 0.03
H 2.33 1.42 -1.59
H 2.88 3.06 -1.91
O -0.85 -2.97 -1.03
H -1.61 -3.28 -1.53
H -0.98 -3.33 -0.15
O 0.90 -0.65 -0.95
H 0.52 -1.40 -0.47
H 0.81 -0.89 -1.88
O 0.15 -1.26 -3.58
H -0.15 -2.12 -3.27
H -0.46 -1.01 -4.28
O 3.02 -1.41 -4.06
H 2.11 -1.44 -3.75
H 3.45 -2.17 -3.65

Going through the records in order, we get HOMO level values of -10.8657, -4.0421, -5.1537, -9.1472, -9.5754, -8.5738 eV.
Going through the records in order, we get DFT total energy values of -1887.2821, -1594.1265, -1917.4321, -2742.1556, -2742.1035, -1416.6064 Ha.